No. 1
{"formula": "C31H52ClN7NaOP", "method": "ωB97M-V with the def2-TZVPD basis set", "charge": 0, "lumo_ha": 0.0035, "e_above_lowest_kcal_mol": 1.3, "gap_ev": 6.62, "symbols": ["Na", "C", "C", "C", "C", "C", "O", "C", "C", "C", "C", "C", "C", "Cl", "C", "C", "C", "N", "C", "N", "C", "N", "H", "H", "H", "H", "H", "H", "H", "H", "H", "H", "H", "H", "H", "H", "H", "H", "H", "H", "H", "H", "H", "H", "N", "P", "N", "C", "C", "C", "C", "C", "N", "C", "C", "C", "C", "C", "N", "C", "C", "C", "C", "C", "H", "H", "H", "H", "H", "H", "H", "H", "H", "H", "H", "H", "H", "H", "H", "H", "H", "H", "H", "H", "H", "H", "H", "H", "H", "H", "H", "H", "H", "H"], "positions_angstrom": [[1.2069, 0.0252, 1.5191], [-6.5473, 2.9637, 4.3873], [-6.3179, 1.9124, 3.2944], [-7.4374, 2.0331, 2.2547], [-6.4363, 0.5236, 3.9383], [-4.9208, 2.0793, 2.5974], [-4.6328, 0.9169, 1.8230], [-4.8088, 3.3770, 1.7590], [-5.1293, 3.2851, 0.2605], [-4.1078, 2.5695, -0.5926], [-4.5060, 1.5855, -1.4925], [-3.5898, 0.9432, -2.3130], [-2.2540, 1.2941, -2.2357], [-1.1015, 0.5201, -3.2709], [-1.8294, 2.2667, -1.3432], [-2.7561, 2.8961, -0.5280], [-3.8173, 2.0990, 3.6683], [-2.4823, 2.0661, 3.0998], [-1.8338, 1.0328, 2.5593], [-0.6292, 1.4087, 2.1678], [-0.6124, 2.7353, 2.4710], [-1.7154, 3.1762, 3.0274], [-7.5636, 2.8605, 4.7712], [-6.4406, 3.9862, 4.0225], [-5.8700, 2.8283, 5.2314], [-8.3964, 1.8114, 2.7260], [-7.3022, 1.3166, 1.4419], [-7.5042, 3.0376, 1.8356], [-7.4467, 0.3952, 4.3300], [-5.7507, 0.3956, 4.7771], [-6.2449, -0.2657, 3.2139], [-4.8646, 1.0597, 0.8993], [-3.8001, 3.7800, 1.8634], [-5.4708, 4.1239, 2.1957], [-5.2092, 4.3141, -0.1023], [-6.1082, 2.8325, 0.0967], [-5.5555, 1.3206, -1.5677], [-3.9091, 0.1821, -3.0116], [-0.7809, 2.5297, -1.2960], [-2.4152, 3.6590, 0.1620], [-3.9173, 1.2324, 4.3180], [-3.8767, 3.0079, 4.2598], [-2.2588, 0.0468, 2.4817], [0.2314, 3.3787, 2.2816], [2.8247, -1.2604, 1.1420], [3.2593, -1.5229, -0.2855], [4.6605, -2.4611, -0.5811], [5.8937, -1.9468, 0.0116], [7.0992, -2.5015, -0.7568], [6.8098, -3.9304, -1.2430], [5.8434, -4.6065, -0.2772], [4.4861, -3.8939, -0.3118], [2.1276, -2.3564, -1.2473], [2.2825, -2.5163, -2.6892], [1.6282, -3.8050, -3.1763], [0.1355, -3.8708, -2.8216], [-0.1445, -3.2055, -1.4617], [1.1179, -3.1895, -0.6096], [3.7169, -0.1735, -1.2447], [2.9397, 1.0434, -1.1485], [3.8375, 2.2792, -1.1415], [4.7329, 2.2955, -2.3775], [5.4880, 0.9742, -2.4962], [4.5162, -0.2021, -2.4599], [5.9545, -2.2130, 1.0749], [5.8728, -0.8582, -0.0267], [7.9774, -2.4926, -0.1056], [7.3277, -1.8590, -1.6114], [7.7357, -4.5015, -1.3363], [6.3513, -3.8984, -2.2352], [6.2637, -4.5705, 0.7318], [5.7059, -5.6610, -0.5229], [3.9500, -4.0629, 0.6323], [3.8780, -4.3190, -1.1150], [3.3444, -2.5334, -2.9472], [1.8373, -1.6638, -3.2254], [2.1489, -4.6514, -2.7214], [1.7709, -3.8943, -4.2552], [-0.1734, -4.9185, -2.7956], [-0.4586, -3.3901, -3.6030], [-0.9568, -3.7192, -0.9424], [-0.4568, -2.1682, -1.6119], [1.4669, -4.2246, -0.4620], [0.9422, -2.7794, 0.3837], [2.3529, 1.0257, -0.2280], [2.2288, 1.1257, -1.9883], [4.4553, 2.2507, -0.2390], [3.2225, 3.1836, -1.0998], [5.4257, 3.1393, -2.3414], [4.1091, 2.4306, -3.2688], [6.1931, 0.8769, -1.6647], [6.0651, 0.9428, -3.4243], [5.0545, -1.1458, -2.5052], [3.8688, -0.1429, -3.3521]]}



No. 2
{"formula": "C19H32Br2F3N2O3PS3Si", "method": "ωB97M-V with the def2-TZVPD basis set", "charge": 0, "lumo_ha": -0.0508, "gap_ev": 6.86, "symbols": ["C", "Si", "C", "C", "O", "C", "C", "C", "C", "S", "C", "P", "S", "C", "N", "S", "N", "C", "C", "C", "C", "C", "F", "Br", "C", "F", "F", "Br", "H", "H", "H", "H", "H", "H", "H", "H", "H", "H", "H", "H", "H", "H", "H", "H", "H", "H", "H", "H", "C", "C", "O", "H", "H", "H", "H", "H", "H", "C", "C", "O", "H", "H", "H", "H", "H", "H"], "positions_angstrom": [[-2.7707, 1.4593, 1.3052], [-1.5491, 1.7643, -0.1490], [-2.0716, 0.5667, -1.5402], [-1.8647, 3.5645, -0.7170], [0.0265, 1.4990, 0.4775], [1.0289, 1.3753, -0.5416], [2.2359, 0.5105, 0.0974], [1.5898, -0.3924, 1.2005], [1.7700, 0.0757, 2.6495], [2.7102, 1.5808, 3.0749], [1.1698, -0.6801, 3.7643], [1.3465, -0.0802, 5.5408], [-0.3193, 0.8948, 5.9529], [0.3759, -1.9413, 3.5343], [-0.2191, -2.7145, 4.4987], [-0.9450, -3.9114, 3.5451], [-0.5442, -3.4758, 1.9977], [0.2401, -2.3338, 2.0604], [0.8155, -1.6067, 0.8929], [0.6316, -2.0040, -0.6029], [0.7620, -3.5475, -0.9056], [2.2258, -4.0327, -1.2202], [2.1004, -5.3910, -1.6243], [3.0072, -3.1193, -2.8091], [3.2069, -4.0437, 0.0388], [2.5292, -4.1318, 1.2461], [3.9533, -5.2244, -0.0524], [4.5258, -2.5639, 0.0631], [-3.4379, 2.3631, 1.4484], [-3.4698, 0.6184, 1.0020], [-2.2579, 1.1767, 2.2627], [-1.3074, 0.5046, -2.3600], [-2.3313, -0.4402, -1.0980], [-3.0449, 0.9664, -1.9633], [-2.9617, 3.6039, -0.9920], [-1.2822, 3.7971, -1.6621], [-1.6368, 4.2834, 0.1286], [1.3734, 2.3776, -0.9179], [0.6940, 0.7856, -1.4459], [2.6681, -0.0919, -0.7584], [3.0665, 1.1619, 0.4686], [1.8604, 2.2797, 3.9041], [1.4321, -1.1638, 6.4596], [2.4130, 0.8522, 5.6495], [1.3236, -1.4263, -1.2742], [-0.4143, -1.6765, -0.8923], [0.1680, -3.7365, -1.8527], [0.3182, -4.2224, -0.1283], [-1.9535, 8.6792, 0.8642], [-2.8975, 7.5287, 0.5723], [-2.1922, 6.2908, 0.5878], [-1.1489, 8.7104, 0.1265], [-2.4838, 9.6337, 0.8481], [-1.4843, 8.5551, 1.8441], [-3.3470, 7.6449, -0.4146], [-3.7003, 7.4861, 1.3152], [-1.8045, 6.1891, 1.4662], [0.9090, -4.9710, -5.5716], [-0.4544, -4.7939, -4.9346], [-0.6164, -5.7066, -3.8533], [1.0320, -5.9930, -5.9361], [1.0443, -4.2802, -6.4071], [1.6999, -4.7954, -4.8384], [-1.2454, -4.9899, -5.6595], [-0.5779, -3.7725, -4.5566], [0.0800, -5.5249, -3.2095]]}



No. 3
{"formula": "C7H10", "method": "ωB97M-V with the def2-TZVPD basis set", "smiles": "C#CC[C@@H]1C[C@@H]1C", "charge": 0, "lumo_ha": 0.0414, "e_above_lowest_kcal_mol": 56.6, "gap_ev": 10.96, "symbols": ["C", "C", "C", "C", "C", "C", "C", "H", "H", "H", "H", "H", "H", "H", "H", "H", "H"], "positions_angstrom": [[2.1060, 0.1175, 2.2750], [1.7639, 0.2846, 1.1319], [1.3332, 0.4677, -0.2613], [0.3913, -0.6316, -0.7231], [-0.6875, -0.3431, -1.7315], [-1.0524, -0.6493, -0.3038], [-1.6447, 0.4122, 0.5966], [2.4136, -0.0276, 3.2873], [0.8519, 1.4479, -0.3608], [2.2168, 0.4960, -0.9116], [0.8707, -1.6056, -0.7954], [-0.8993, -1.0799, -2.5016], [-0.7949, 0.6887, -2.0625], [-1.4559, -1.6451, -0.1292], [-2.7370, 0.4229, 0.5093], [-1.3870, 0.2304, 1.6456], [-1.2888, 1.4145, 0.3350]]}



No. 4
{"formula": "C4H21N3O4", "method": "ωB97M-V with the def2-TZVPD basis set", "smiles": "NCCNCCN.O.O.O.O", "charge": 0, "lumo_ha": 0.0146, "e_above_lowest_kcal_mol": 69.7, "gap_ev": 9.63, "symbols": ["N", "C", "C", "N", "C", "C", "N", "H", "H", "H", "H", "H", "H", "H", "H", "H", "H", "H", "H", "H", "O", "H", "H", "O", "H", "H", "O", "H", "H", "O", "H", "H"], "positions_angstrom": [[-0.6379, -1.3968, 0.0580], [0.4545, -1.6186, 1.1379], [0.8761, -0.2472, 1.7682], [0.2010, 1.0217, 1.2763], [1.0204, 1.5589, 0.2824], [1.3897, 0.9071, -1.0538], [0.2978, 1.2377, -2.0593], [-0.3068, -1.0548, -0.8278], [-1.2584, -2.1415, -0.1941], [1.2557, -2.2539, 0.7170], [-0.0202, -2.2454, 1.7664], [0.5167, -0.3027, 2.7819], [1.8615, -0.1175, 1.9659], [-0.7101, 0.7436, 0.7769], [2.0105, 1.6717, 0.7424], [0.7161, 2.5342, 0.1006], [1.4962, -0.2674, -0.8950], [2.4080, 1.1423, -1.2457], [0.2111, 2.2312, -1.9754], [-0.5095, 0.8292, -1.7850], [-3.3911, -0.8883, -1.7911], [-2.6607, -0.3304, -1.3441], [-3.9620, -0.1995, -2.2811], [-3.4747, -0.3484, 1.4888], [-2.8484, -0.7417, 0.8984], [-2.8843, -0.2889, 2.1907], [1.0000, -1.2133, -3.2685], [0.2991, -0.6028, -3.1917], [0.7979, -1.6151, -4.0280], [2.9646, 1.3721, 2.7283], [2.0378, 1.2911, 2.7792], [3.2885, 0.7028, 2.0552]]}



Question: What is the formula in the third record?
Answer: C7H10